28
Properties=species:S:1:pos:R:3:forces:R:3 method="wB97M-V/def2-TZVPD" fmax_ev_per_a=5.28 e_homo_ev=-8.16 charge=0 e_above_lowest_kj_mol=314.82 lumo_ev=0.88 mol_weight_g_mol=172.2
C 0.716041 2.440935 -0.895913 -0.3680 1.1436 0.7456
C -2.470684 0.178283 -0.280446 -1.9077 1.1668 2.1916
C 1.029520 0.801100 2.393336 4.0433 -0.7934 -3.3055
C 1.589538 -1.263934 0.865606 1.5073 1.9338 -3.5049
C -1.376934 1.064628 0.386777 -0.7549 -0.5444 -2.2433
C 0.208933 0.567087 -2.558030 -1.8512 0.2551 4.1090
C 0.730630 1.076771 -0.670056 1.8444 -2.5115 -3.1465
C 0.513143 -0.268584 1.373350 0.4638 1.5994 -1.0671
N 0.752764 3.576118 -0.893691 0.0037 2.0662 -0.4932
N -0.074741 0.501517 0.275061 0.6485 -0.4353 -0.7897
P -0.175186 -1.217934 -2.427103 -1.7409 0.0196 0.1418
H -2.589694 -0.750820 0.314640 0.3358 0.2221 -0.6342
H -3.522070 0.706695 -0.091240 2.1259 -0.9142 -0.9323
H -2.240254 -0.026213 -1.316533 -0.3585 -0.0065 -0.0961
H 1.405870 1.822928 1.907635 -1.1419 -2.2895 0.8586
H 0.428291 0.935046 3.180557 -2.4830 0.8836 2.8185
H 1.938261 0.306177 2.766307 -0.0154 0.5748 0.4401
H 2.601737 -0.696409 0.902555 -1.3782 -1.1865 0.2076
H 1.434224 -1.329157 -0.343868 0.2265 -0.3616 3.0382
H 1.728414 -2.282726 1.250343 -0.5028 0.5833 0.2805
H -1.282293 2.004497 -0.156485 -0.7372 0.2285 0.2399
H -1.674694 1.274739 1.369781 -0.1612 0.3318 1.6392
H -0.566102 1.331168 -2.830762 0.7217 -1.0515 0.2367
H 1.036013 0.550440 -3.132056 2.8464 1.0317 -1.9105
H 1.844534 0.897407 -0.540796 -1.4011 -0.6531 -0.2806
H -0.370788 -0.775320 1.617985 -0.8973 -1.1436 1.6311
H 0.951591 -1.737995 -3.042788 0.5323 -0.0198 -0.4989
H -1.039645 -1.312162 -3.576619 0.3998 -0.1293 0.3244